Entry 1:
Entry from the Open Molecules 2025 dataset: a molecular structure, C15H14BBrCoIN6 (ωB97M-V/def2-TZVPD).

The HOMO energy (spin up / spin down) comes out at -12.16 / -12.16 eV. Its multiplicity is 2. The orbital gap (spin up / spin down) is 7.81 / 8.52 eV. Its total charge is +1. As for the expectation value of S²: 0.7888. As for the molar mass: 554.872 g/mol.

```
39
Properties=species:S:1:pos:R:3:lowdin_charge:R:1
Co -0.20887 0.26956 -0.37800 0.3493
C -3.32866 1.27787 -2.91803 -0.0285
C -2.61145 1.52660 -1.75205 -0.1009
N -1.60581 0.65696 -1.64451 -0.0470
N -1.64654 -0.14674 -2.73042 -0.0071
C -2.67764 0.20919 -3.50618 -0.0380
B -0.55573 -1.23775 -2.89653 -0.4593
N 0.79882 -0.48163 -2.80930 0.0043
C 1.82958 -0.36820 -3.65287 -0.0310
C 2.78087 0.46281 -3.08578 -0.0240
C 2.24275 0.83298 -1.85868 -0.0858
N 1.05174 0.25028 -1.70714 -0.0670
N -0.61194 -2.20220 -1.68627 -0.0163
C -0.79480 -3.52819 -1.62425 -0.0433
C -0.75123 -3.91930 -0.29983 -0.0335
C -0.52937 -2.73801 0.40408 -0.1090
N -0.45087 -1.70706 -0.43667 -0.0328
H -4.19583 1.80029 -3.28095 0.1076
H -2.77568 2.27249 -0.99041 0.1119
H -2.87892 -0.32126 -4.42243 0.1347
H -0.67624 -1.82934 -3.92966 0.1267
H 1.81797 -0.88545 -4.59809 0.1366
H 3.72774 0.75914 -3.50074 0.1090
H 2.64608 1.47270 -1.08999 0.1167
H -0.94364 -4.10200 -2.52437 0.1332
H -0.86334 -4.91304 0.09605 0.1057
H -0.43125 -2.58380 1.46691 0.1118
Br 0.03752 4.55459 3.90819 0.7694
C 0.58908 2.80930 4.33527 -0.7484
C 1.03957 2.55407 5.62630 -0.1105
C 1.45923 1.28397 5.98571 -0.0535
C 1.43883 0.24627 5.06571 -0.0629
C 0.99311 0.47990 3.77471 -0.1461
C 0.57463 1.75718 3.43339 -0.6932
I -0.09817 2.08279 1.49568 1.1905
H 1.05769 3.36271 6.34361 0.1098
H 1.80620 1.10684 6.99459 0.1182
H 1.76884 -0.74497 5.34558 0.1158
H 0.97574 -0.31953 3.04738 0.0869
```

***

Entry 2:
Entry from the Open Molecules 2025 dataset: 2 unconnected molecules or ions with the total composition C3H6Cl2Si in a non-equilibrium geometry (ωB97M-V/def2-TZVPD).

The HOMO energy comes out at -7.73 eV. Its multiplicity is 1. Its energy above the lowest of the compared OMol25 structures with the same formula, charge and spin is 544.0 kJ/mol. The orbital gap is 4.84 eV. As for the molar mass: 141.073 g/mol.

```
12
Properties=species:S:1:pos:R:3:lowdin_charge:R:1
C -0.78563 0.16542 -0.73369 -0.2884
C -1.05891 0.63418 0.63099 -0.1648
C 0.37802 0.81817 -0.05666 -0.3863
Si 1.85735 -0.31387 0.36111 0.6506
Cl 3.60817 0.39644 -0.37386 0.3558
Cl -1.14141 -2.98041 0.05979 -0.4860
H -0.69812 -0.96374 -0.70596 -0.0740
H -1.28709 0.75732 -1.61096 0.1551
H -1.83064 1.41567 0.75992 0.1124
H -1.33592 -0.19948 1.26629 0.0715
H 0.53970 1.91842 -0.35841 0.1202
H 1.75449 -1.64813 0.76145 -0.0662
```